[1]
Here is a molecular structure, C26H26BFeIN8 in a non-equilibrium geometry from OMol25. Energies are from wB97M-V/def2-TZVPD.

XYZ file:
```
63
Properties=species:S:1:pos:R:3:forces:R:3:mulliken_charge:R:1
B 0.0000 2.1681 0.4188 0.00 -0.26 0.33 -0.1870
H 4.2688 0.2515 1.2215 0.00 0.01 0.02 0.4708
H -0.0001 3.0425 6.0355 0.00 -0.02 0.04 0.3956
C 2.7375 -0.1852 -0.3198 -0.03 0.12 0.14 0.6512
N -0.0001 2.9039 1.7475 0.00 0.08 -0.03 0.7482
H -0.0001 -3.9341 -4.0189 0.00 0.00 0.00 0.4143
N 0.0000 2.2649 -2.0329 0.00 -0.89 -0.55 -0.4559
C -3.2750 -1.2770 -1.1825 0.11 0.07 0.07 -1.3096
H 0.0001 5.3537 -3.1056 0.00 -0.02 -0.03 0.4649
H -0.0001 5.0751 4.1722 0.00 0.04 -0.05 0.4625
N 1.3046 1.3016 0.3823 -0.13 -0.03 0.29 1.2490
C -2.3672 1.3741 1.1954 -0.10 -0.14 -0.04 0.0275
H 0.8814 1.6360 5.4095 -0.01 0.01 0.09 0.2691
C 0.0001 -5.9466 1.4222 0.00 -0.06 -0.14 -0.7411
I 0.0002 -1.7290 2.3867 0.00 0.10 -0.47 0.1586
H -4.2688 0.2517 1.2217 0.00 0.01 0.02 0.4706
H 0.0000 -6.9794 -0.4405 0.00 0.00 0.01 0.4154
C 0.0001 4.4323 -2.5506 0.00 -0.06 -0.04 -1.5059
H 3.1440 -1.0248 -2.2373 0.08 -0.07 -0.02 0.2709
C -0.0001 4.1966 2.1543 0.00 0.17 -0.13 -0.0024
H -0.8868 2.0602 -4.6777 -0.01 0.03 -0.05 0.2745
C 0.0000 -4.9511 -2.1443 0.00 0.00 -0.15 -0.7920
H 4.3332 -1.4290 -0.9880 0.02 0.01 -0.05 0.4049
C 0.0001 -3.5583 -0.1006 0.00 -0.30 -0.04 -0.0599
C 3.3035 0.4429 0.7870 0.04 -0.06 -0.14 -1.5241
C -3.3038 0.4430 0.7868 -0.02 -0.04 -0.14 -1.5274
H 0.8870 2.0601 -4.6777 0.01 0.03 -0.05 0.2732
C -0.0001 2.8573 3.9082 0.00 0.10 -0.41 0.5381
C 2.3675 1.3739 1.1954 0.08 -0.12 -0.03 0.0306
H -3.1444 -1.0249 -2.2371 -0.08 -0.07 -0.02 0.2707
Fe 0.0000 0.0040 -1.9236 0.00 1.80 1.92 0.3333
N -1.3045 1.3015 0.3822 0.14 -0.02 0.30 1.2591
N -1.5326 0.3519 -0.5496 0.36 -0.62 -0.84 -0.3548
H 0.0001 -6.8476 2.0204 0.00 0.01 0.01 0.4055
C -2.7372 -0.1851 -0.3199 0.01 0.12 0.15 0.6538
N 0.0000 2.9797 -0.8855 0.00 0.39 0.09 0.3264
H -2.7514 -2.2138 -0.9866 -0.04 -0.03 -0.01 0.1691
C 0.0001 3.1269 -3.0488 0.00 0.17 0.02 0.5466
H -0.8815 1.6360 5.4095 0.01 0.01 0.09 0.2691
C 0.0001 4.2882 -1.1797 0.00 0.02 -0.11 0.3480
C 0.0001 -3.5373 1.3192 0.00 0.36 0.28 -0.0050
H -0.0001 -5.9357 -2.5947 0.00 -0.01 0.02 0.3986
H 0.0001 5.0519 -0.4235 0.00 -0.09 -0.03 0.3288
N 1.5326 0.3520 -0.5496 -0.35 -0.62 -0.83 -0.3492
C 0.0000 -6.0197 0.0608 0.00 -0.17 0.00 -0.9290
H 2.7510 -2.2138 -0.9868 0.04 -0.03 -0.01 0.1686
C 0.0000 -3.8489 -2.9410 0.00 -0.18 -0.20 -1.2148
H 2.4186 2.0657 2.0171 -0.16 0.04 0.00 0.5006
N -0.0001 2.0857 2.8341 0.00 -0.37 0.19 -0.4856
C 0.0001 -2.4552 -0.9822 0.00 -0.83 -0.14 0.6162
H -2.4188 2.0658 2.0170 0.16 0.04 0.00 0.5021
H 0.0002 -4.6388 3.1330 0.00 0.00 0.00 0.4294
H 0.0001 3.5142 -5.1399 0.00 -0.04 -0.05 0.3772
C 0.0000 -2.5735 -2.3361 0.00 0.81 0.66 0.2446
C 0.0001 -4.6934 2.0534 0.00 0.19 -0.01 -0.6012
C 0.0001 2.6612 -4.4667 0.00 -0.07 0.13 -1.4327
H -0.0001 5.0130 1.4542 0.00 0.01 0.14 0.2476
C -0.0001 4.2152 3.5247 0.00 0.06 0.06 -1.3029
C 3.2748 -1.2771 -1.1827 -0.11 0.07 0.08 -1.3100
H -4.3334 -1.4287 -0.9877 -0.02 0.01 -0.05 0.4051
C -0.0001 2.2637 5.2771 0.00 -0.06 -0.14 -1.3202
C 0.0000 -4.8538 -0.7321 0.00 0.45 0.12 0.7552
H 0.0000 -1.7040 -3.0176 0.00 -0.09 -0.25 0.8653
```
Positions in Å, forces in eV/Å.

The value obtained for the orbital gap (alpha / beta) is 7.7482 / 6.3479 eV. Its expectation value of S² is 8.77. The calculation puts the LUMO energy (alpha / beta) at -3.27 / -4.63 eV. The total energy is -82464.45096 eV. Its multiplicity is 6. The net charge is +1.

---

[2]
Here is a molecular structure, C26H26BeN3O8SSb2 from OMol25. Energies are from wB97M-V/def2-TZVPD.

XYZ file:
```
67
Properties=species:S:1:pos:R:3:forces:R:3:mulliken_charge:R:1
C -1.8950 -1.0396 -3.4950 0.29 0.08 0.20 -0.0348
N -1.2947 -1.7626 1.5956 0.02 0.00 -0.03 0.3958
C 0.1951 2.7890 3.2095 -0.30 -0.03 -0.15 0.8767
N -2.8051 -5.0228 5.0574 -0.28 -0.44 0.44 -0.3573
O -0.5499 -1.7569 -5.4131 0.04 0.06 -0.31 -0.5481
Sb -1.2416 1.5551 0.7544 -0.14 0.02 0.22 0.5656
H 5.1335 1.0721 2.3902 -0.02 -0.10 0.02 0.3925
H -3.5520 2.1286 2.0748 0.05 -0.06 0.00 0.5245
C -1.9111 -3.3308 6.4480 0.08 0.22 0.28 -0.7017
O -4.8017 -7.0862 4.7754 -0.04 0.03 -0.10 -0.6694
H -1.6502 2.8407 4.2991 0.06 0.00 0.00 0.3903
H 4.2778 0.5463 -1.0564 -0.04 0.08 0.06 0.3775
C 3.8561 1.3845 -0.4982 -0.02 -0.02 -0.05 -1.3375
C -0.0409 2.2266 5.5695 0.09 0.02 -0.11 -0.8614
C 4.4715 0.2027 2.3630 0.06 -0.01 0.02 -1.3659
C 0.5573 -1.4011 -3.2589 -0.37 0.19 0.16 0.0282
S -3.9902 -7.2889 5.9568 -0.05 -0.03 -0.03 1.1830
C -0.5860 2.6322 4.3610 0.00 -0.01 -0.06 -0.3977
C -1.4716 -1.0841 -2.0961 -0.20 -0.05 0.05 0.7770
H -0.0142 -0.5859 2.7083 0.08 0.06 -0.05 0.4730
H -2.6548 0.8759 2.9772 -0.02 0.03 -0.10 0.3658
C 2.1115 2.1462 4.5129 0.01 0.01 -0.03 -0.5048
Sb 2.7343 0.6544 1.1767 -0.13 -0.20 0.02 0.7172
C -2.2353 2.7208 -0.7168 0.01 -0.03 -0.12 -1.3224
C -2.1930 -3.8616 5.2062 0.06 0.09 -0.52 0.3998
H 4.6568 2.0294 -0.1344 0.00 0.01 -0.07 0.3960
C -0.1174 -1.2935 -1.9601 0.13 -0.01 -0.01 1.1042
H 3.1808 1.9726 4.5742 -0.02 -0.01 0.01 0.4398
O -2.9541 -0.7320 -3.9805 -0.20 -0.06 -0.09 -0.6135
H -2.8403 2.0484 -1.3275 0.02 0.07 0.04 0.3804
H 5.0012 -0.6437 1.9182 -0.05 0.10 0.06 0.3754
H -1.3723 3.7906 2.1320 0.10 0.06 0.02 0.6571
H -0.4363 -1.7626 4.8226 -0.02 0.01 -0.06 0.3564
H 3.4727 2.9534 2.3276 -0.08 0.08 0.08 0.7247
C -2.9608 1.2148 1.9846 -0.08 -0.06 -0.01 -1.4771
C -2.2956 -4.0952 7.5355 0.12 -0.10 0.09 -0.3268
Be -0.9674 -1.0001 0.1095 0.21 -0.42 -0.26 -0.1002
H 4.1745 -0.0695 3.3785 0.04 0.04 -0.10 0.3699
H -2.8721 3.4501 -0.2179 -0.01 0.02 -0.05 0.4070
C -3.1580 -5.6873 6.1748 0.25 0.51 -0.25 0.0639
O -4.7290 -7.4669 7.1849 -0.04 -0.04 0.07 -0.6739
H -3.5667 0.4338 1.5159 0.05 0.11 0.07 0.4260
O -2.8519 -8.1708 5.7782 0.08 -0.05 0.00 -0.6801
O 1.7307 -1.4005 -3.5255 0.28 -0.14 -0.06 -0.6158
O 0.3419 -1.3233 -0.7310 -0.04 0.07 -0.01 -0.6749
H -0.6734 2.1131 6.4417 0.03 0.01 -0.03 0.4311
C -2.4440 -3.5116 2.7399 -0.05 -0.07 -0.09 -0.7787
C 1.5719 2.5357 3.2811 0.25 0.04 -0.13 0.7584
C -1.8466 -3.1387 3.9386 -0.17 -0.26 0.37 1.2645
O -2.1422 -0.9488 -0.9602 0.07 0.07 -0.12 -0.6519
H 0.1796 3.7885 1.2791 -0.11 -0.01 0.07 0.5900
C -0.9514 -2.0792 3.9256 0.15 0.16 0.07 -1.0712
H -3.1319 -4.3481 2.7291 0.02 0.04 -0.01 0.6384
H -2.6051 -3.0375 0.6407 0.04 0.01 0.03 0.5166
C -0.4757 3.2016 1.9245 0.05 0.08 0.20 -1.7796
C -0.7038 -1.4186 2.7465 0.02 -0.03 -0.02 -0.1933
C 1.3267 1.9855 5.6455 -0.04 0.02 -0.11 -0.7820
C 2.4640 2.6246 2.0709 -0.10 -0.04 0.21 -1.7299
H -1.4327 -2.3700 6.5803 -0.03 -0.03 0.04 0.3445
H -1.5142 3.2302 -1.3554 -0.04 0.00 0.02 0.3812
C -0.6133 -1.4333 -4.2657 -0.07 -0.04 0.37 0.4944
H 2.0707 3.2887 1.3001 0.08 -0.04 0.08 0.3645
N -2.9096 -5.2633 7.4189 -0.02 -0.02 -0.24 -0.4714
C -2.1459 -2.8041 1.5939 -0.07 0.06 0.06 -0.4207
H 3.2001 1.9464 -1.1659 0.07 -0.04 0.04 0.3565
H 1.7807 1.6822 6.5812 -0.01 0.01 -0.03 0.4220
H -2.0806 -3.7606 8.5465 -0.07 0.02 -0.01 0.4125
```
Positions in Å, forces in eV/Å.

The value obtained for the orbital gap is 6.7088 eV. The energy above the lowest of the compared OMol25 structures with the same formula, charge and spin comes out at 0.0 kJ/mol. The calculation puts the LUMO energy at 0.95 eV. The total energy is -72549.84320 eV. The net charge is -1.

---

[3]
Here is a molecular structure, C26H26Br51N3O3 in a non-equilibrium geometry from OMol25. Energies are from wB97M-V/def2-TZVPD.

XYZ file:
```
109
Properties=species:S:1:pos:R:3:forces:R:3:mulliken_charge:R:1
Br 12.6010 3.2524 0.3575 -0.12 -0.09 -0.05 -0.0054
C -11.8978 4.7749 8.5440 0.01 0.01 -0.04 -0.1416
Br 7.0340 8.7016 -4.9429 0.09 0.06 -0.07 -0.0376
Br 0.0874 -11.0823 4.4007 0.10 0.10 -0.04 -0.0206
C 1.4037 -1.4551 -1.4124 -1.85 1.34 -0.13 -0.1437
Br -4.8977 -5.2542 -2.7416 0.02 0.12 0.01 -0.0228
C -1.1560 -2.4533 1.3267 -0.30 -4.00 0.51 -1.0772
C -0.0134 -1.7981 -0.9457 6.43 -3.04 3.41 0.2467
H -2.7521 7.0242 1.0836 -0.01 -0.01 -0.02 -0.0653
H 5.8108 -10.8712 3.8991 -0.02 0.01 0.04 0.2233
Br 5.6752 -6.4895 2.2153 -0.02 0.19 -0.17 0.0210
O 3.7280 0.2864 -1.4559 17.14 2.59 3.85 -0.1634
Br -4.6625 0.5157 1.0894 0.13 -0.14 -0.07 -0.0071
H 3.3476 -2.2135 -1.6457 -0.07 -0.36 -0.16 0.5351
H 1.7792 -9.5491 5.3484 0.01 -0.01 -0.01 0.3610
Br -4.6092 -2.3120 -1.5229 -0.07 0.02 -0.02 0.0417
H 1.7444 -5.1068 1.2489 -0.10 -0.34 0.08 0.2092
H -2.5759 0.8297 2.3728 -0.13 0.01 0.07 -0.5399
H 6.1603 -4.3326 1.0954 0.07 -0.11 -0.02 0.3534
Br -9.0222 1.8704 -6.3585 0.05 -0.13 0.00 -0.0488
O 2.3159 -4.7328 -1.1209 -3.96 0.11 -2.65 -0.5284
Br 7.4999 -9.5925 2.6258 -0.04 -0.15 0.21 -0.0147
C 2.7066 0.2228 -1.6679 -11.19 -1.67 -2.70 0.9117
Br -6.0374 4.6561 2.4193 -0.04 -0.10 0.24 0.0974
Br 6.8480 -5.8818 -0.7064 -0.20 0.03 0.10 -0.0784
C 2.4944 3.0090 -4.9185 0.05 0.32 0.18 -0.2210
H -2.5641 4.7552 3.4455 -0.02 -0.05 0.01 0.3536
Br -8.0563 2.5715 3.7633 0.11 0.06 -0.02 -0.0075
Br 1.8212 1.8960 -3.4928 -0.37 0.91 -1.34 0.1281
Br 5.2557 1.5367 -7.0492 0.02 -0.15 0.11 -0.0224
C 5.3114 -0.3330 -6.5721 0.02 -0.06 -0.12 -0.3600
N 1.0215 -4.4352 1.4679 0.60 -0.42 -0.37 -0.1247
Br -2.2854 3.9247 1.1329 0.08 -0.01 0.14 0.0589
C 1.4428 -9.7126 4.3344 -0.01 0.07 0.02 -0.3777
H -1.9254 -1.8494 0.8245 0.17 -4.14 1.17 0.4694
Br 0.7380 -8.0351 3.6928 0.05 -0.12 0.01 0.0256
N 1.6238 -0.1643 -1.9440 -5.52 -1.62 -0.05 -0.5563
C 1.8945 -3.6561 -0.7319 -1.56 0.98 -0.17 -0.5511
H -9.2951 5.6788 3.8020 0.00 -0.02 0.02 0.1954
Br 0.0741 -1.9154 -6.7260 -0.12 0.01 0.00 -0.0070
Br -8.8403 5.6128 6.2328 -0.01 0.01 -0.06 -0.0211
H -11.3920 4.3304 7.6973 0.00 0.02 0.00 0.1628
C 5.7197 -5.2524 0.7266 -0.27 0.26 0.60 -0.5066
Br -9.7377 8.0439 4.3680 -0.02 -0.15 0.07 -0.0027
Br 11.7324 0.8123 -1.5117 -0.06 0.10 0.14 -0.0105
C 2.3227 -2.3652 -1.3230 1.30 -1.91 0.40 -0.4692
Br -9.5018 -1.2880 -6.3141 0.10 0.09 0.01 -0.0036
H 2.7958 2.3586 -5.7281 0.02 -0.05 0.04 0.1495
C -1.5988 -1.6374 -5.8098 -0.02 0.08 0.03 0.2960
Br 10.0434 9.7624 -5.0345 -0.10 -0.10 -0.03 -0.0195
H -6.6320 4.3049 4.7963 -0.02 -0.02 0.00 0.1945
Br -11.8475 6.6832 8.2907 -0.08 -0.05 0.13 -0.0003
Br 1.1451 4.1941 -5.6249 0.07 -0.10 0.09 -0.0356
H -2.9563 -3.6601 1.8608 0.30 0.04 -0.44 0.4869
Br -4.0746 8.6758 2.3638 0.02 -0.09 -0.11 -0.0098
Br 4.0583 3.9572 -4.3094 -0.36 0.15 -0.33 0.0586
H -1.5549 -4.5456 1.1714 -0.43 0.07 -0.07 0.4161
Br 2.9791 -10.2764 3.3134 -0.28 -0.08 -0.17 0.0284
H -1.3841 -1.6258 -4.7488 -0.02 0.00 -0.03 -0.2760
H 11.7338 1.0158 0.9510 -0.02 0.01 0.01 0.3422
Br -2.7208 8.9046 -0.5202 -0.09 -0.09 0.10 -0.0308
Br -11.6087 5.4687 4.6460 0.14 0.01 0.01 -0.0073
C 0.8760 -3.5604 0.3969 1.95 -1.16 -0.22 0.4064
Br 9.5996 2.1614 0.4567 0.10 -0.05 -0.04 -0.0046
Br 9.3736 3.6371 -3.3375 -0.12 0.06 0.02 0.0057
Br 6.3433 -0.6500 -4.9748 -0.16 0.09 -0.09 -0.0068
C -0.0694 -2.6690 0.2901 -1.36 1.62 -0.06 0.2639
Br -1.2157 2.7314 3.8922 0.10 0.09 -0.04 -0.1012
C -4.7176 -3.3724 -3.1271 0.02 -0.08 0.13 0.0842
Br -2.3829 0.0685 -6.2492 0.07 -0.15 0.03 0.0353
H 1.3463 -3.9696 2.3052 -0.50 0.13 0.24 0.1932
C 11.4568 1.7119 0.1729 0.04 0.03 -0.09 -0.3284
Br -0.3120 5.6513 2.9561 -0.10 -0.10 -0.02 -0.0462
H -3.7790 -3.2457 -3.6472 -0.05 -0.03 0.00 -0.2083
Br -13.7043 4.1008 8.5422 0.12 0.06 0.01 -0.0161
Br 5.6571 -8.7083 5.0888 0.29 0.00 0.06 -0.0512
Br -10.9330 4.2382 10.1254 -0.07 0.05 -0.10 -0.0174
C -9.7999 6.1377 4.6413 -0.03 0.02 -0.07 -0.1504
H -2.1070 -4.4931 3.7432 -0.01 0.02 0.33 0.2797
Br 9.1501 7.3244 -6.8942 -0.04 0.08 0.12 0.0014
Br 7.7375 -11.1063 5.4293 -0.08 0.09 -0.07 -0.0325
C -8.2553 0.1434 -5.9719 0.01 0.02 -0.01 -0.3386
C -3.5170 7.7272 0.7803 0.05 0.00 0.04 0.0970
O -0.9375 -1.3961 -1.4707 -5.10 1.64 -5.62 -0.6550
Br -4.9454 2.5241 4.5068 -0.03 0.02 0.00 -0.0353
H 8.0335 4.1753 -1.3344 0.03 0.01 -0.01 0.2440
Br -6.5900 -0.1251 -6.9038 -0.10 0.05 -0.01 0.0227
Br -3.0830 -1.5128 2.9823 -1.49 1.44 1.27 -0.0245
H -0.8014 -1.8197 2.1535 0.22 -0.52 -0.34 1.0977
C 6.5696 -10.1687 4.2146 0.05 0.01 -0.04 -0.2065
C 7.7566 4.0394 -2.3704 0.03 -0.09 0.06 -0.2685
H -8.0332 0.1242 -4.9141 0.00 0.00 -0.01 0.3344
Br 3.5405 -1.0938 -6.4643 0.12 0.16 0.15 0.0514
H 5.8163 -0.8423 -7.3803 0.02 0.00 0.02 0.3351
C -2.9441 -0.0028 1.7896 0.36 0.63 0.12 0.5967
H -0.9262 -3.3400 3.6348 -0.17 0.10 0.30 0.2216
Br 6.9608 5.6950 -2.9665 0.09 -0.11 -0.03 -0.0550
Br 6.5025 2.5794 -2.4332 0.38 -0.06 0.20 0.0938
Br -1.6636 -0.3184 0.3805 -2.39 10.03 -0.61 -0.0456
N -1.3613 -4.1237 3.1765 -0.24 -0.11 -0.37 -0.3712
C 8.8844 8.2321 -5.2146 0.03 -0.03 0.01 -0.1745
C -6.4477 3.6106 3.9878 -0.03 -0.01 -0.04 -0.2187
Br 3.8952 -4.8256 0.0762 6.19 -1.28 2.55 0.2425
Br -2.8298 -3.0868 -6.1428 0.17 0.10 -0.10 -0.0244
C -1.8673 -3.7314 1.8399 2.06 -1.41 0.13 -1.0551
Br -4.9607 6.6973 0.0216 0.09 0.20 -0.16 -0.0558
C -1.7137 4.3285 2.9298 -0.10 0.02 -0.06 -0.2437
H 9.1521 7.5356 -4.4314 -0.03 -0.01 -0.01 0.2027
Br -6.1031 -2.7672 -4.3147 -0.01 -0.01 0.11 0.0756
```
Positions in Å, forces in eV/Å.

The value obtained for the orbital gap is 7.0430 eV. The calculation puts the LUMO energy at -1.29 eV. The total energy is -3610147.80031 eV.